No. 1
Formula: C14H28BN2O28S5
Source: the Open Molecules 2025 dataset
Level of theory: wB97M-V/def2-TZVPD

```
! RIJCOSX wB97M-V def2-TZVPD def2/J DEFGRID3
* xyz 0 2
N 4.010 3.149 -3.753
H 4.421 2.815 -4.613
H 3.396 3.933 -3.922
H 4.727 3.441 -3.105
H 3.572 2.366 -3.289
N 0.145 4.990 -1.658
H 0.874 4.499 -1.161
H 0.414 5.950 -1.821
H -0.517 5.166 -0.916
H -0.176 4.637 -2.549
O 2.065 1.136 -3.272
C 1.439 0.825 -2.210
O 0.762 -0.320 -2.021
B 0.050 -0.209 -0.773
O 0.211 1.164 -0.408
C 1.131 1.757 -1.138
O 1.722 2.845 -1.003
O 0.356 -1.221 0.171
C -0.750 -1.906 0.649
O -0.820 -2.733 1.546
C -1.909 -1.321 -0.184
O -1.376 -0.441 -1.115
O -3.074 -1.622 -0.024
C -3.514 -2.079 4.327
C -4.685 -2.092 3.327
O -5.419 -3.209 3.796
S -5.483 -3.319 5.420
O -5.507 -4.725 5.948
O -6.626 -2.529 5.858
O -4.063 -2.515 5.585
H -2.964 -1.141 4.412
H -2.910 -2.929 4.008
H -4.270 -2.253 2.331
H -5.305 -1.199 3.256
C -4.614 1.625 1.476
C -3.813 2.245 0.369
O -2.883 3.062 1.081
S -2.209 2.302 2.365
O -1.982 3.135 3.521
O -1.045 1.450 2.092
O -3.617 1.371 2.438
H -5.175 0.782 1.072
H -5.311 2.278 2.002
H -4.430 2.873 -0.273
H -3.285 1.513 -0.243
C -0.628 -2.056 -4.059
C -1.927 -1.891 -4.864
O -1.632 -2.597 -6.081
S -0.855 -3.975 -5.707
O 0.012 -4.471 -6.781
O -1.886 -4.801 -5.177
O -0.008 -3.227 -4.533
H -0.940 -2.291 -3.041
H -0.012 -1.251 -4.459
H -2.078 -0.817 -4.971
H -2.792 -2.357 -4.391
C 1.905 2.045 3.048
C 2.008 0.534 2.650
O 3.236 0.035 3.024
S 4.166 1.200 3.727
O 5.208 1.575 2.745
O 4.626 0.755 5.065
O 3.052 2.377 3.826
H 1.118 2.275 3.767
H 1.882 2.607 2.115
H 1.952 0.384 1.572
H 1.278 -0.167 3.055
C 3.493 -1.934 -0.767
C 4.733 -2.464 -1.433
O 5.692 -1.420 -1.359
S 5.479 -0.489 -0.056
O 5.841 0.905 -0.405
O 6.148 -1.165 1.141
O 3.836 -0.810 -0.009
H 2.875 -2.696 -0.292
H 2.923 -1.496 -1.586
H 4.646 -2.555 -2.516
H 5.085 -3.312 -0.846
*
```

Calculated values
LUMO level (alpha / beta) = -2.0 / -2.2 eV
orbital gap (alpha / beta) = 3.604 / 7.443 eV
<S²> = 0.752

---

No. 2
Formula: C14H28Br14
Source: the Open Molecules 2025 dataset
Level of theory: wB97M-V/def2-TZVPD

```
! RIJCOSX wB97M-V def2-TZVPD def2/J DEFGRID3
* xyz 0 1
Br 0.632 1.996 3.478
C 0.200 0.690 4.899
C -1.056 -0.076 4.560
Br -1.681 -1.021 6.175
H 0.066 1.226 5.836
H 1.053 0.030 5.036
H -0.848 -0.796 3.769
H -1.795 0.610 4.151
Br -2.950 1.878 -3.602
C -3.595 3.524 -2.783
C -2.852 4.687 -3.421
Br -3.130 6.297 -2.333
H -3.429 3.365 -1.721
H -4.676 3.564 -2.897
H -3.126 4.817 -4.461
H -1.796 4.479 -3.286
Br 2.469 -1.642 2.067
C 3.846 -0.395 2.750
C 5.233 -0.761 2.305
Br 5.280 -0.487 0.329
H 3.788 -0.379 3.841
H 3.463 0.574 2.444
H 5.544 -1.774 2.556
H 6.047 -0.193 2.755
Br 3.795 3.662 2.520
C 4.258 3.246 0.668
C 4.095 4.424 -0.280
Br 4.817 4.010 -2.055
H 3.715 2.352 0.378
H 5.320 3.009 0.602
H 4.639 5.268 0.137
H 3.070 4.746 -0.436
Br -2.033 1.086 -0.417
C -0.721 -0.257 0.178
C 0.483 -0.158 -0.779
Br 1.260 1.672 -0.699
H -1.160 -1.242 0.068
H -0.426 0.018 1.185
H 0.258 -0.377 -1.813
H 1.287 -0.774 -0.383
Br -3.022 -7.837 1.673
C -1.748 -6.385 1.893
C -2.463 -5.037 1.951
Br -1.264 -3.531 1.566
H -0.963 -6.379 1.144
H -1.289 -6.571 2.862
H -2.902 -4.857 2.928
H -3.293 -5.116 1.249
Br -4.381 -2.796 -7.226
C -3.323 -1.461 -6.217
C -2.303 -2.275 -5.424
Br -1.065 -1.136 -4.443
H -3.918 -0.919 -5.485
H -2.914 -0.778 -6.951
H -1.740 -2.877 -6.135
H -2.755 -2.947 -4.705
*
```

Calculated values
LUMO level = 0.2 eV
structure (SMILES) = BrCCBr.BrCCBr.BrCCBr.BrCCBr.BrCCBr.BrCCBr.BrCCBr
orbital gap = 9.837 eV

---

No. 3
Formula: C14H28BrGeNO3PRbS4SeTe
Source: the Open Molecules 2025 dataset
Level of theory: wB97M-V/def2-TZVPD

```
! RIJCOSX wB97M-V def2-TZVPD def2/J DEFGRID3
* xyz -2 1
Rb -0.773 0.794 -1.025
S -1.905 -2.569 0.742
S -3.531 -1.566 -0.026
S -4.293 -0.172 1.334
S -3.643 1.727 0.864
C -2.338 -1.718 4.601
Ge -1.735 0.018 5.226
C -2.694 1.491 4.419
C -2.081 0.027 7.176
C 0.201 0.316 5.123
Se 0.992 0.348 3.334
C 0.710 -1.535 2.934
H -3.321 -1.903 5.046
H -1.656 -2.513 4.915
H -2.443 -1.754 3.511
H -3.757 1.409 4.662
H -2.606 1.483 3.325
H -2.318 2.449 4.792
H -3.141 -0.170 7.371
H -1.821 0.990 7.628
H -1.493 -0.756 7.669
H 0.746 -0.416 5.723
H 0.397 1.302 5.550
H -0.317 -1.731 2.639
H 0.994 -2.129 3.803
H 1.358 -1.788 2.097
Br 2.445 2.904 0.869
C 3.167 1.230 0.324
C 4.495 1.190 -0.086
C 4.996 -0.032 -0.481
C 4.164 -1.133 -0.471
C 2.850 -0.962 -0.062
N 2.361 0.201 0.356
H 5.092 2.090 -0.104
H 6.023 -0.117 -0.819
H 4.506 -2.105 -0.801
H 2.153 -1.793 -0.066
C -2.401 -1.696 -4.032
C -1.684 -0.507 -4.631
O -0.306 -0.548 -4.211
P 0.495 0.852 -4.144
O -0.259 1.814 -3.298
Te 2.730 0.316 -3.676
O 0.296 1.402 -5.670
C 1.085 0.980 -6.784
C 1.779 2.182 -7.388
H -3.451 -1.688 -4.336
H -2.365 -1.677 -2.942
H -1.941 -2.627 -4.371
H -2.149 0.425 -4.312
H -1.717 -0.536 -5.721
H 0.418 0.507 -7.508
H 1.825 0.247 -6.473
H 1.048 2.942 -7.676
H 2.354 1.889 -8.271
H 2.457 2.616 -6.650
*
```

Calculated values
LUMO level = 3.7 eV
orbital gap = 4.098 eV

---

No. 4
Formula: C14H28Cl14F8Mg2N4O16S8
Source: the Open Molecules 2025 dataset
Level of theory: wB97M-V/def2-TZVPD

```
! RIJCOSX wB97M-V def2-TZVPD def2/J DEFGRID3
* xyz 0 1
Mg 0.672 -0.419 -4.523
Mg -0.306 -2.956 0.418
N -1.741 -1.623 -4.303
S -2.485 -2.646 -5.216
O -3.517 -2.113 -6.074
O -2.646 -3.986 -4.801
F -1.223 -2.885 -6.246
S -2.990 -1.707 -3.147
O -2.577 -2.605 -2.040
O -4.379 -1.560 -3.523
F -2.675 -0.217 -2.614
N 2.563 0.223 -6.440
S 2.641 0.365 -7.954
O 3.205 -0.787 -8.664
O 2.648 1.684 -8.589
F 1.086 0.123 -8.012
S 4.212 0.794 -6.399
O 4.550 2.164 -6.868
O 5.304 -0.210 -6.418
F 4.036 0.933 -4.763
N 0.016 -0.308 0.860
S -0.376 0.563 2.098
O -1.503 1.474 1.887
O 0.685 0.990 3.029
F -1.053 -0.714 2.864
S 0.763 1.018 0.032
O 0.570 2.429 0.427
O 0.756 0.744 -1.421
F 2.315 0.734 0.449
N 1.408 -4.557 -1.023
S 1.814 -6.042 -1.337
O 2.920 -6.633 -0.542
O 1.496 -6.611 -2.675
F 0.486 -6.578 -0.600
S 2.732 -3.963 -2.078
O 2.205 -2.924 -2.962
O 3.845 -4.794 -2.555
F 3.389 -3.057 -0.915
Cl -2.864 -4.878 2.156
C -4.607 -5.370 2.282
C -4.654 -6.885 2.034
Cl -4.618 -7.214 0.312
H -5.252 -4.821 1.595
H -4.841 -5.216 3.335
H -5.601 -7.296 2.386
H -3.858 -7.383 2.587
Cl -5.919 0.009 0.747
C -6.195 1.610 0.072
C -7.617 2.145 0.490
Cl -8.894 1.404 -0.424
H -5.962 1.710 -0.988
H -5.456 2.311 0.461
H -7.599 3.205 0.236
H -7.923 1.990 1.524
Cl 5.328 -0.773 4.232
C 4.505 -1.540 5.522
C 4.027 -2.967 5.169
Cl 2.708 -2.866 3.959
H 3.636 -0.916 5.731
H 5.184 -1.696 6.360
H 3.622 -3.527 6.012
H 4.794 -3.620 4.754
Cl 7.201 0.945 -0.024
C 6.961 2.707 -0.284
C 6.496 3.452 0.991
Cl 6.225 5.134 0.503
H 6.261 2.899 -1.097
H 7.908 3.068 -0.684
H 7.347 3.480 1.672
H 5.704 3.041 1.616
Cl -0.882 -3.148 7.000
C -0.501 -2.054 8.365
C -0.366 -0.626 7.752
Cl -1.883 0.105 7.181
H 0.342 -2.352 8.988
H -1.324 -2.149 9.074
H 0.357 -0.613 6.936
H 0.070 0.071 8.467
Cl -4.576 4.657 3.793
C -3.336 6.009 3.735
C -3.410 6.926 2.452
Cl -4.898 7.799 2.287
H -2.383 5.480 3.753
H -3.527 6.503 4.688
H -3.290 6.332 1.545
H -2.685 7.734 2.550
Cl 2.711 5.290 -3.969
C 1.170 5.914 -4.650
C 0.603 4.982 -5.756
Cl -0.086 3.452 -5.170
H 1.238 6.970 -4.911
H 0.442 5.956 -3.840
H 1.387 4.724 -6.468
H -0.067 5.552 -6.400
*
```

Calculated values
LUMO level = -5.6 eV
orbital gap = 5.204 eV

---

No. 5
Formula: C14H28ClINOP2W
Source: the Open Molecules 2025 dataset
Level of theory: wB97M-V/def2-TZVPD

```
! RIJCOSX wB97M-V def2-TZVPD def2/J DEFGRID3
* xyz 3 3
C -0.005 0.831 -7.946
C -0.001 1.400 -6.555
H -0.002 1.648 -8.673
H -0.890 0.200 -8.071
H 0.874 0.193 -8.072
O 0.008 2.539 -6.226
I -0.013 -0.226 -5.013
W -0.012 -0.011 -0.117
P 2.300 -0.142 -0.210
C 3.263 1.061 0.782
C 2.966 -1.763 0.324
H 4.052 -1.810 0.185
H 4.067 -0.101 -1.907
H 2.478 -2.541 -0.268
H 2.494 -0.675 -2.548
H 2.997 0.956 1.837
H 2.724 -1.922 1.378
C 2.983 0.055 -1.898
H 4.339 0.900 0.659
H 2.753 1.059 -2.265
H 3.009 2.077 0.466
P -2.326 -0.108 -0.207
C -3.269 1.111 0.783
C -3.007 0.096 -1.895
H -2.540 -2.504 -0.262
H -4.102 -1.748 0.193
H -2.773 -1.880 1.384
C -3.015 -1.718 0.330
H -2.528 -0.641 -2.544
H -4.094 -0.046 -1.903
H -4.348 0.968 0.660
H -2.999 2.122 0.467
H -2.765 1.096 -2.263
H -3.006 1.002 1.839
Cl -0.027 -1.856 -1.630
C 0.060 0.114 6.221
C 0.033 0.035 4.723
C 0.333 1.175 3.973
C 0.307 1.104 2.585
N -0.003 -0.061 1.954
C -0.296 -1.188 2.656
C -0.285 -1.160 4.056
H 1.076 0.406 6.561
H -0.669 0.876 6.566
H -0.201 -0.861 6.684
H 0.583 2.111 4.461
H 0.533 1.984 1.997
H -0.534 -2.102 2.133
H -0.520 -2.059 4.613
*
```

Calculated values
LUMO level (alpha / beta) = -13.9 / -13.1 eV
orbital gap (alpha / beta) = 2.573 / 3.431 eV
<S²> = 2.043

---

No. 6
Formula: C14H28ClN4O4
Source: the Open Molecules 2025 dataset
Level of theory: wB97M-V/def2-TZVPD

```
! RIJCOSX wB97M-V def2-TZVPD def2/J DEFGRID3
* xyz 1 1
N -2.193 0.303 -1.378
C -0.887 0.477 -1.537
C -0.276 1.585 -2.510
C -0.158 3.056 -1.869
C 1.369 3.576 -1.763
N 1.492 4.974 -1.249
C 0.482 5.333 -0.268
N 0.714 6.466 0.430
N -0.776 4.644 0.014
C -1.984 5.397 -0.444
C -1.799 6.255 -1.785
O -2.273 5.792 -2.860
Cl -1.000 7.895 -1.910
C -0.776 3.208 -0.403
H -2.332 -0.478 -0.695
H -0.200 -0.250 -0.954
H -0.980 1.673 -3.421
H 0.793 1.278 -2.825
H -0.685 3.780 -2.580
H 1.815 3.507 -2.822
H 1.990 2.893 -1.090
H 1.590 5.676 -1.996
H -0.031 6.967 0.946
H 1.663 6.877 0.466
H -2.366 6.106 0.369
H -2.828 4.638 -0.662
H -0.068 2.651 0.328
H -1.811 2.712 -0.276
C -1.942 -2.627 1.443
O -0.646 -3.179 1.313
C 0.184 -2.868 2.430
C 1.357 -3.840 2.508
O 1.007 -5.087 3.107
C 0.233 -5.971 2.292
C 1.053 -6.636 1.192
O 1.210 -5.747 0.088
C 2.292 -6.119 -0.744
H -1.888 -1.535 1.521
H -2.517 -2.892 0.554
H -2.448 -3.045 2.319
H -0.393 -2.917 3.359
H 0.562 -1.848 2.287
H 2.111 -3.404 3.170
H 1.832 -3.987 1.536
H -0.652 -5.472 1.897
H -0.118 -6.755 2.970
H 0.527 -7.525 0.829
H 2.032 -6.927 1.589
H 3.235 -6.076 -0.189
H 2.346 -5.411 -1.573
H 2.139 -7.124 -1.150
*
```

Calculated values
LUMO level = -4.4 eV
orbital gap = 6.379 eV

---

Respective calculated total energy values: -4782.1442; -36586.4306; -10109.5099; -12799.9256; -2186.8284; -1530.0250 Eh.
Respective strongest force on any atom values: 0.107; 0.036; 0.031; 0.202; 0.116; 0.113 hartree/bohr.